Formula: C37H45N2OPReS5Sb
Source: the OMol25 dataset
Level of theory: the ωB97M-V functional and the def2-TZVPD basis

The frontier orbital gap (alpha / beta) is 6.16 / 4.77 eV. As for the expectation value of S²: 3.781. For the total energy, the calculation gives -116251.7756 eV. The value obtained for the energy above the lowest of the compared OMol25 structures with the same formula, charge and spin is 0.0 kcal per mole. The spin multiplicity is 4. For the molar mass, the calculation gives 1033.06 g mol⁻¹. As for the charge: +1.

```
93
C37H45N2OPReS5Sb (the ωB97M-V functional and the def2-TZVPD basis)
C 9.438 -18.813 11.935
C 7.372 -19.865 10.247
C 10.119 -19.160 9.173
C 7.627 -17.852 5.873
H 5.347 -10.891 6.723
H 12.802 -17.682 7.660
H 10.869 -16.956 14.386
C 2.880 -13.696 7.930
C 10.269 -20.222 13.705
C 12.996 -12.215 9.336
H 7.309 -19.715 8.099
C 5.674 -14.653 12.919
C 9.840 -17.705 12.641
H 7.498 -11.653 7.903
C 10.074 -14.537 9.977
Sb 6.071 -13.925 7.958
H 6.435 -14.125 12.322
H 4.918 -22.871 9.788
S 8.805 -16.707 6.500
C 6.918 -20.250 8.970
C 6.595 -13.358 4.985
C 6.303 -17.992 6.414
H 10.438 -21.225 14.111
C 12.085 -18.477 7.916
H 11.201 -12.233 7.213
H 2.819 -12.691 7.461
C 10.288 -20.459 8.671
C 4.053 -13.961 8.852
S 8.059 -18.942 4.600
H 5.648 -21.446 7.794
H 2.849 -14.400 7.067
C 5.440 -13.816 5.824
H 5.866 -9.758 7.992
H 11.046 -17.207 9.387
H 13.027 -19.958 6.646
C 12.218 -19.758 7.357
H 3.314 -16.440 12.839
H 4.518 -10.935 8.253
C 5.509 -21.966 9.913
H 4.605 -13.116 5.826
C 5.914 -21.221 8.818
C 9.581 -20.078 12.491
C 11.696 -12.961 9.179
C 10.907 -12.853 8.024
C 11.247 -13.839 10.139
C 6.506 -19.735 4.510
H 12.829 -11.120 9.298
H 4.635 -17.500 12.247
N 9.391 -14.507 8.821
H 7.116 -16.034 13.605
N 8.212 -17.170 9.654
S 5.709 -17.197 7.853
C 9.776 -13.654 7.875
H 7.299 -14.143 4.790
H 4.378 -16.161 14.978
C 6.526 -11.800 8.314
H 5.356 -21.934 12.069
H 9.565 -21.209 8.991
O 4.901 -15.470 12.008
H 6.981 -20.113 12.347
S 6.236 -20.976 3.495
H 6.491 -15.063 14.924
H 7.151 -12.500 5.336
C 5.810 -21.493 11.203
H 5.072 -14.816 5.577
P 8.763 -18.728 10.248
C 5.517 -10.773 7.785
H 13.702 -12.434 8.564
H 5.384 -17.531 14.595
H 9.190 -13.650 6.962
H 4.994 -13.888 13.304
C 6.743 -20.465 11.353
C 10.717 -19.126 14.416
C 4.402 -16.590 12.815
H 11.394 -21.692 7.282
H 11.785 -14.038 11.060
C 11.091 -18.187 8.863
H 4.134 -13.206 9.655
H 9.655 -16.729 12.257
C 6.234 -15.566 13.989
H 9.603 -15.060 10.801
H 6.633 -11.731 9.393
S 5.276 -19.160 5.665
Re 7.793 -15.967 8.471
H 13.443 -12.431 10.305
H 11.295 -19.272 15.326
H 6.217 -13.034 4.013
H 9.236 -20.927 11.942
C 10.534 -17.848 13.863
C 11.305 -20.715 7.743
H 1.970 -13.928 8.464
C 5.066 -16.552 14.211
H 3.956 -14.931 9.335
```



Formula: C37H46BN9O2PdS3
Source: the OMol25 dataset
Level of theory: the ωB97M-V functional and the def2-TZVPD basis

The frontier orbital gap (alpha / beta) is 2.75 / 2.81 eV. For the total energy, the calculation gives -93269.7784 eV. For the molar mass, the calculation gives 862.27 g mol⁻¹. As for the charge: +2.

```
99
C37H46BN9O2PdS3 (the ωB97M-V functional and the def2-TZVPD basis)
N 0.757 -0.069 -2.978
H 0.517 -3.486 -5.990
C 1.914 2.334 -0.298
C -1.703 -1.350 4.400
H -0.058 0.889 9.191
C 3.046 3.441 2.251
H 5.676 3.403 1.922
H -2.597 -0.449 2.647
H -0.553 -2.305 5.921
C 1.255 3.800 6.905
C -0.813 2.678 -3.594
C 3.785 3.627 0.929
H -4.070 5.136 -3.298
C 1.713 -0.280 -3.936
C 0.101 -1.253 -2.809
C 3.632 3.037 -1.472
H 0.339 -1.544 8.796
H -0.025 2.711 -4.317
C 0.425 -1.725 2.719
C -1.862 2.132 -1.747
H -5.656 4.503 -2.909
S -2.255 1.482 -0.221
H -5.036 4.461 -0.555
H 2.381 0.479 -4.280
C -4.645 4.220 -3.188
N 0.639 -2.181 -3.626
H -3.705 3.482 0.049
C 2.672 -3.219 3.487
C 0.779 -0.791 8.160
C 1.494 -1.977 1.752
H 2.067 -4.209 -2.648
C 1.766 -2.786 4.479
H 5.095 1.914 1.188
C 3.882 5.125 0.625
O 1.470 -1.482 0.594
H 2.438 1.837 5.842
C 5.174 2.990 1.053
N 3.089 2.993 -0.211
H 3.521 -3.808 3.801
N -0.694 -1.126 2.263
H -0.468 -4.820 -5.405
C -0.211 -3.780 -5.238
H 2.906 2.388 2.482
S -1.275 -1.436 -1.805
H 0.727 4.704 7.203
H 1.023 3.572 5.859
H -4.706 3.703 -4.142
C -2.034 3.269 -3.616
H 3.641 3.888 3.042
C -0.680 -4.131 -2.808
Pd -0.409 -0.201 0.310
C -1.720 -0.930 3.069
H 2.876 2.259 -3.368
C -0.570 -1.951 4.901
C 0.543 -2.134 4.066
C 0.338 -3.617 -3.819
C 2.554 -2.824 2.186
H -1.657 -3.679 -2.959
H -2.574 -1.214 5.021
N 1.711 1.956 -1.592
C 1.642 -1.571 -4.334
C 1.547 -1.201 7.052
H 2.331 3.962 7.019
S 0.798 2.083 0.970
C -4.064 3.321 -2.098
N 1.704 -2.522 6.806
C -4.913 2.051 -1.994
C 1.109 1.512 7.513
H -0.350 -3.949 -1.788
H -4.901 1.513 -2.939
H -1.109 -3.182 -5.372
H 2.888 5.548 0.499
C 1.953 1.104 6.468
B 0.511 1.106 -2.020
N -0.701 1.966 -2.431
H 5.801 3.187 0.189
C -4.036 4.101 -0.780
H 2.868 -0.548 5.482
C 2.175 -0.228 6.247
H -5.941 2.318 -1.766
O 0.793 2.777 7.766
N -2.686 2.929 -2.464
C 2.785 2.406 -2.314
H 2.079 3.937 2.232
H 4.570 3.504 -1.690
H -2.452 3.890 -4.377
C 0.551 0.541 8.372
N 2.023 -3.057 5.754
H -3.375 4.961 -0.865
H 3.292 -3.117 1.455
H -4.552 1.392 -1.209
H -0.789 -5.204 -2.935
H 4.364 5.629 1.456
C 1.643 -4.397 -3.631
H 4.462 5.325 -0.271
H 0.194 0.541 -0.997
H 2.237 -2.081 -5.062
H 1.433 -5.458 -3.710
H 2.388 -4.157 -4.383
```



Formula: C37H46BiF3N4O2P2S4
Source: the OMol25 dataset
Level of theory: the ωB97M-V functional and the def2-TZVPD basis

The frontier orbital gap is 8.10 eV. For the total energy, the calculation gives -125069.1883 eV. The value obtained for the energy above the lowest of the compared OMol25 structures with the same formula, charge and spin is 27.0 kcal per mole. For the molar mass, the calculation gives 1034.99 g mol⁻¹. As for the charge: +2.

```
99
C37H46BiF3N4O2P2S4 (the ωB97M-V functional and the def2-TZVPD basis)
H -5.178 -2.232 -1.083
C -1.984 4.116 -4.093
O 1.559 1.761 -1.131
C 0.154 4.672 -3.171
H 5.877 -1.273 -1.600
S 1.614 3.215 -1.537
C 1.451 -0.660 -4.724
N 0.324 -1.099 -2.668
C -2.651 2.098 3.998
H -0.642 5.275 0.025
H -5.032 2.599 1.018
H 5.208 0.246 -2.124
N -3.231 -2.912 -1.342
H 1.200 -3.928 -2.536
C -0.157 4.393 0.510
H 1.250 -5.347 -1.406
C -2.060 -1.749 3.817
H -2.461 -1.592 1.730
H 2.017 -5.353 1.039
H -1.204 4.581 2.292
C -4.390 -2.645 -0.486
F 1.786 0.315 5.121
S -0.462 1.813 2.537
C -4.774 2.546 3.109
C 4.953 -0.754 -1.789
H -4.746 -3.621 -0.085
C -4.323 2.451 1.809
C 0.277 -1.264 4.357
N -1.505 -2.557 -2.666
C 0.730 -1.608 -5.411
O -0.274 1.466 1.035
C 0.868 -4.338 -1.552
H -3.728 -4.885 -1.942
H 1.615 5.134 -0.348
C -0.802 2.569 -2.595
P 3.942 -0.858 -0.275
H 0.385 -4.681 1.317
H 3.568 -4.544 -0.404
H -3.043 -1.992 4.133
C -1.019 -1.664 4.765
H -0.853 3.596 0.231
Bi 0.774 -0.447 -0.005
H -0.217 -4.318 -1.401
C -0.178 -2.333 -4.690
C 1.242 4.142 -0.110
H 1.369 3.111 2.562
C -2.199 2.119 2.705
C -1.691 -1.602 2.477
C 1.241 -0.416 -3.352
C -2.249 -2.016 -1.639
H 4.457 1.321 0.510
C 0.386 3.347 2.763
C -1.894 2.888 -3.411
C -0.451 -1.929 -3.365
H 0.934 5.325 -3.097
H -0.938 6.006 -4.552
H -2.487 2.327 0.567
F 2.392 -1.825 5.057
H 1.963 3.819 0.635
H 0.841 -1.785 -6.441
C 0.202 3.487 -2.511
H 5.299 -2.767 0.322
H 4.441 0.227 1.802
C 4.786 0.351 0.796
S 2.095 -0.568 2.333
H 1.724 -4.007 2.204
H -5.874 2.755 3.278
H -4.340 2.413 5.265
C -0.952 5.041 -3.965
C 0.573 -1.126 2.969
C -2.091 -3.848 -2.990
H -4.176 -1.921 0.305
S -2.073 -0.485 -0.902
H 3.831 -2.520 1.431
H 0.239 5.399 2.361
C -3.984 2.411 4.218
C 1.389 -0.979 5.299
H 2.127 -0.045 -5.286
H 0.319 3.507 3.817
H 5.918 0.348 0.809
C -0.163 4.513 1.977
F 1.060 -1.117 6.590
H 3.458 -3.260 -1.621
H -2.765 2.247 -3.511
H -1.491 -4.456 -3.723
C -3.104 -3.999 -2.103
H -1.190 -1.906 5.789
H -2.859 4.465 -4.677
H -2.034 1.856 4.798
C 4.227 -2.526 0.388
H 1.945 0.213 -2.803
C -2.971 2.294 1.551
H 4.420 -1.197 -2.611
N -0.438 -1.318 2.098
H -0.753 1.667 -2.068
H -0.778 -3.070 -5.190
P 1.627 -3.244 -0.218
C 3.399 -3.468 -0.562
C 1.403 -4.395 1.258
```